Record 1
{"formula": "C22H17ClIIrN5", "method": "ωB97M-V/def2-TZVPD", "elements": ["C", "C", "C", "C", "I", "H", "C", "N", "H", "C", "Cl", "C", "H", "C", "C", "H", "H", "C", "N", "C", "H", "H", "N", "H", "H", "H", "C", "H", "C", "C", "H", "H", "Ir", "C", "H", "N", "H", "C", "C", "C", "C", "H", "N", "C", "H", "C", "C"], "coordinates": [[-14.707495, -10.742772, -5.653512], [-8.124042, -12.523423, -2.454705], [-14.702692, -9.741538, -1.587312], [-15.718379, -10.536336, -6.622948], [-9.915391, -11.624287, -5.782654], [-7.668544, -13.449312, -2.749086], [-12.444768, -7.574492, -7.440288], [-11.955648, -8.972701, -5.579026], [-12.611816, -5.471667, -7.061051], [-13.403953, -12.075746, -7.079788], [-12.816288, -7.345241, -9.117442], [-12.144994, -8.808307, -6.923097], [-11.317529, -10.964767, -0.017218], [-13.653820, -10.191012, -2.389403], [-12.010795, -6.569200, -5.294145], [-14.317496, -12.660545, -8.886352], [-11.748765, -5.774441, -4.625067], [-8.002898, -10.294275, -1.617400], [-14.818259, -10.233276, -4.425394], [-13.382790, -10.355551, 0.396371], [-16.057233, -10.781936, -8.675086], [-12.457606, -12.571678, -7.195245], [-11.399232, -10.803655, -2.741543], [-13.339058, -10.498791, 1.464783], [-15.417779, -9.802091, 0.524792], [-12.023811, -9.673781, -7.528866], [-12.377636, -10.545924, -1.829085], [-15.619365, -9.354021, -2.062693], [-14.408800, -12.059604, -8.012758], [-12.256120, -10.603297, -0.423564], [-10.138892, -13.150209, -2.884872], [-11.772410, -7.944390, -3.663484], [-12.034614, -10.904687, -4.643910], [-14.581972, -9.895042, -0.182748], [-9.809313, -9.093715, -1.659810], [-13.663886, -10.304856, -3.768710], [-7.384528, -9.480541, -1.213334], [-9.327743, -10.059838, -1.817453], [-7.348428, -11.509753, -1.987830], [-11.873720, -7.857740, -4.753629], [-15.471904, -11.140043, -7.835036], [-6.276254, -11.501213, -2.081135], [-13.494327, -11.329446, -5.957147], [-9.513631, -12.345822, -2.564340], [-16.516340, -9.835750, -6.378336], [-10.120088, -11.111127, -2.351427], [-12.391783, -6.431576, -6.629859]], "atomic_forces_ev_per_a": [[0.18, 0.65, 0.11], [-0.71, -0.36, 0.02], [-0.09, -0.37, -0.19], [1.33, -0.41, 0.44], [1.10, -0.47, -0.24], [-0.04, -0.38, -0.06], [-0.07, 1.11, -0.31], [0.23, 3.06, 0.40], [0.06, 0.24, -0.08], [-0.15, 0.38, 0.18], [0.11, -0.37, 0.39], [0.21, 0.34, 1.84], [-0.12, 0.15, 0.16], [-0.43, 0.75, 0.79], [0.14, -1.43, -0.18], [0.02, -0.16, -0.60], [-0.42, 0.65, -0.04], [2.02, 0.17, 0.33], [0.01, 0.19, 0.53], [1.20, 0.05, -1.52], [-0.23, -0.71, -0.10], [-0.03, -0.42, -0.27], [-1.78, -0.46, 0.74], [0.17, -0.02, 0.02], [0.18, 0.43, -0.75], [-0.20, -0.54, -0.45], [-0.48, 0.36, -0.10], [0.54, -0.43, 0.39], [-0.16, 0.78, 0.35], [-0.86, -0.24, 1.03], [-0.26, -0.59, -0.22], [0.17, -0.53, -0.64], [0.02, -0.96, -0.20], [0.22, -0.53, 0.02], [0.35, -0.17, 0.13], [-1.33, 0.63, 0.54], [-0.26, -0.38, -0.26], [-1.30, -0.71, -0.47], [-0.74, 2.12, -0.09], [-0.56, -0.45, -1.84], [-0.27, 0.37, -0.43], [0.20, -0.32, 0.49], [-1.10, -0.89, -0.65], [-0.12, 0.19, -0.51], [0.10, -0.37, -0.28], [2.78, 0.63, 0.96], [0.38, -0.55, 0.63]], "lowdin_spin": [0.026, 0.027, 0.037, 0.098, 0.762, 0.000, 0.007, 0.184, 0.000, 0.070, 0.005, 0.022, 0.003, 0.117, 0.006, 0.004, 0.001, 0.025, 0.327, 0.056, 0.000, 0.004, 0.398, 0.000, 0.007, 0.006, 0.130, 0.000, 0.095, 0.108, 0.004, 0.002, 1.565, 0.197, 0.000, 0.272, 0.001, 0.035, 0.030, 0.015, 0.044, 0.001, 0.161, 0.076, 0.003, 0.069, -0.001], "s_squared": 8.79, "e_above_lowest_kcal_mol": 6.7, "spin_multiplicity": 6, "total_charge": 2, "homo_ev": [-13.224, -14.610]}



Record 2
{"formula": "C22H17FN2O7Ru", "method": "ωB97M-V/def2-TZVPD", "elements": ["H", "C", "C", "H", "C", "O", "C", "C", "H", "C", "H", "C", "H", "C", "O", "C", "H", "H", "H", "C", "C", "C", "O", "H", "C", "H", "H", "C", "C", "C", "O", "O", "H", "C", "C", "H", "O", "H", "O", "N", "C", "C", "C", "F", "Ru", "H", "N", "H", "C", "H"], "coordinates": [[5.202039, 1.540135, 6.979462], [4.085396, -0.000242, 5.945199], [-0.005436, -0.003427, 7.042354], [3.565458, 2.035520, 6.496613], [-2.166924, -3.156974, 0.109508], [2.185642, -0.083736, 0.267832], [4.444727, 1.462137, 6.195727], [0.212170, -2.578003, -0.761276], [-1.411926, 0.173005, 3.952860], [1.249288, 2.288170, -0.528985], [2.014634, -0.763519, 8.596066], [2.383640, -0.147834, 7.775288], [-4.613394, -0.846453, 0.604365], [-3.420958, -2.657301, 0.420091], [0.126108, 0.276481, 2.112319], [3.020680, 0.000152, 1.213232], [3.508075, -1.791189, 6.962536], [1.277922, 2.895183, 0.381847], [4.950313, -0.500482, 5.514153], [-2.617844, 1.057044, 0.031899], [-0.972946, 0.073907, 6.047492], [-0.653751, 0.107598, 4.722847], [0.597331, -3.748473, -0.706024], [-1.958169, -4.216761, 0.041579], [3.669439, -0.739031, 7.209864], [-0.305975, -0.030596, 8.083692], [-4.241986, -3.338546, 0.615021], [0.690477, 0.060659, 4.354022], [2.435633, 0.028135, 2.617882], [3.323159, -0.068435, 3.639470], [4.245863, -0.015051, 1.112137], [-3.682814, 1.644385, 0.105399], [2.266041, 2.143871, -0.893509], [1.044308, 0.128603, 2.919374], [-1.148545, -2.252826, -0.151676], [4.840826, 1.912858, 5.284579], [0.737897, -1.561535, -1.315719], [2.581771, 0.843170, 8.191581], [-1.461776, 1.570704, -0.225205], [3.007673, -0.095080, 4.949197], [-2.563807, -0.453477, 0.183885], [1.324947, -0.054217, 6.705018], [1.678075, -0.026660, 5.340497], [-2.268603, 0.112085, 6.422739], [0.281316, 0.498930, -0.082217], [4.477974, -0.686340, 7.939524], [-1.365465, -0.949689, -0.055682], [0.631208, 2.799804, -1.271267], [-3.638818, -1.282649, 0.428939], [4.375511, -0.139904, 3.386370]], "atomic_forces_ev_per_a": [[-0.03, 0.00, -0.03], [-0.05, 0.08, 0.07], [-0.15, 0.00, 0.05], [0.05, -0.01, 0.01], [0.14, -0.04, 0.00], [0.79, -0.10, -0.42], [-0.02, 0.02, -0.04], [0.16, -0.04, -0.06], [0.02, 0.01, 0.04], [0.00, -0.19, 0.58], [-0.01, 0.01, 0.02], [0.06, -0.07, -0.07], [0.03, -0.01, -0.02], [-0.15, 0.09, 0.03], [-0.82, 0.40, -1.20], [-0.22, -0.17, 0.16], [0.03, 0.00, 0.01], [0.05, 0.16, -0.10], [0.02, -0.08, -0.09], [0.18, -0.04, 0.11], [-0.06, 0.00, 0.05], [-0.19, 0.03, -0.12], [-0.01, 0.23, -0.13], [0.01, 0.05, -0.03], [-0.10, -0.01, -0.05], [-0.03, -0.01, -0.05], [0.01, 0.04, 0.01], [0.18, -0.01, -0.10], [0.07, 0.13, -0.04], [0.06, -0.02, 0.09], [-0.06, 0.02, 0.04], [-0.07, 0.04, 0.07], [-0.02, -0.05, 0.00], [0.56, -0.08, 0.69], [-0.06, 0.05, -0.17], [-0.02, 0.00, 0.03], [0.00, -0.09, 0.19], [-0.01, 0.03, 0.01], [-0.32, 0.14, -0.12], [0.11, 0.02, 0.13], [-0.10, 0.11, 0.01], [0.18, 0.00, 0.03], [0.10, -0.01, -0.02], [-0.03, 0.01, 0.05], [-0.13, -0.40, -0.12], [0.01, 0.00, 0.01], [0.17, -0.14, 0.45], [-0.03, -0.03, -0.02], [-0.26, -0.10, 0.04], [-0.02, 0.06, -0.01]], "lowdin_spin": [0.000, 0.000, 0.000, 0.000, 0.002, -0.002, 0.000, 0.003, 0.000, -0.024, 0.000, 0.000, 0.000, -0.002, 0.008, 0.003, 0.000, 0.000, 0.000, 0.004, 0.000, 0.000, 0.007, 0.000, 0.000, 0.000, 0.000, 0.000, -0.001, -0.001, 0.011, 0.011, 0.000, -0.001, 0.003, 0.000, 0.028, 0.000, 0.017, -0.001, -0.001, 0.000, 0.000, 0.000, 0.913, 0.000, 0.024, 0.000, 0.001, 0.000], "s_squared": 1.01, "e_above_lowest_kcal_mol": 48.5, "spin_multiplicity": 2, "total_charge": -1, "homo_ev": [-4.953, -4.748]}



Record 3
{"formula": "C22H17N8NiO2", "method": "ωB97M-V/def2-TZVPD", "elements": ["H", "N", "O", "C", "N", "C", "N", "C", "C", "H", "H", "C", "C", "C", "C", "C", "C", "H", "C", "H", "H", "C", "H", "C", "C", "H", "H", "H", "N", "C", "H", "H", "H", "C", "C", "N", "N", "H", "C", "N", "C", "C", "O", "H", "C", "H", "N", "Ni", "C", "H"], "coordinates": [[0.247227, -6.471659, 0.901177], [-0.350903, 1.429540, 0.271958], [1.048339, 1.341852, -1.867044], [-2.090888, 0.016356, -0.650901], [3.095507, 3.705186, 3.181226], [-1.709674, -4.664403, 1.297605], [2.134894, 2.963398, 1.396938], [0.258677, -5.883017, 1.820754], [3.511267, 4.048766, -0.284257], [5.072700, 5.509667, -0.054386], [-3.794534, -0.256277, 0.651591], [-3.230964, -3.037106, -0.365963], [3.997118, 4.318572, -2.875409], [-3.775928, -3.548926, 0.812164], [-1.179233, -4.211262, 0.090215], [-1.808350, -0.593951, -2.991683], [-2.295039, 0.956478, 1.553338], [-0.038031, 0.151179, -3.980276], [-1.937926, -3.393271, -0.731037], [-0.608186, 2.159051, 2.169486], [-2.844008, 1.116112, 2.470166], [3.015115, 3.439046, -2.428634], [-1.522552, -3.078431, -1.678467], [-2.527954, -0.705040, -1.817910], [-2.816207, 0.189131, 0.541479], [-0.188996, -4.502358, -0.226186], [2.424239, 2.827852, -3.093707], [-4.806556, -3.316739, 1.048664], [-4.140175, -2.272689, -1.152446], [-0.092754, 0.719146, -1.923925], [-2.201107, -1.077771, -3.876672], [3.353216, 3.889235, 4.137163], [1.457260, 2.348407, 3.339085], [-0.600188, 0.102931, -3.056887], [-3.018303, -4.328522, 1.653486], [2.778577, 3.314747, -1.129132], [-3.802756, -1.332936, -1.878428], [0.594982, -6.506378, 2.642951], [3.172986, 3.809238, 1.117914], [4.722497, 5.052333, -2.044305], [-0.864947, 0.687294, -0.739200], [2.123130, 2.918385, 2.714327], [-1.049352, -5.449421, 2.168323], [0.938432, -5.035423, 1.706040], [4.484654, 4.918757, -0.745160], [4.194680, 4.425704, -3.934444], [3.778751, 4.280982, 2.177846], [1.355853, 2.195738, -0.300004], [-1.042280, 1.551782, 1.386399], [-3.422308, -4.721286, 2.576169]], "atomic_forces_ev_per_a": [[-0.01, 0.00, -0.01], [0.54, 0.18, 0.43], [1.22, 0.93, -0.24], [-0.42, -0.52, -0.61], [-0.20, -0.15, -0.16], [-0.08, 0.09, -0.13], [-0.06, 0.02, -0.33], [-0.07, 0.02, 0.02], [0.03, 0.06, 0.17], [-0.01, -0.01, 0.00], [-0.05, -0.08, -0.01], [0.06, 0.23, 0.30], [-0.02, -0.01, -0.02], [0.01, 0.05, 0.03], [-0.02, -0.08, 0.10], [-0.42, -0.10, 0.53], [-0.08, -0.06, 0.00], [-0.02, 0.01, 0.00], [-0.06, 0.09, -0.13], [-0.02, 0.02, 0.01], [0.03, 0.00, 0.00], [-0.01, -0.04, -0.07], [-0.02, 0.05, 0.03], [0.56, 0.24, -0.07], [-0.05, -0.07, 0.06], [0.01, 0.00, 0.00], [-0.06, -0.05, -0.01], [0.00, -0.01, 0.00], [-0.03, -0.40, -0.37], [-1.17, -0.98, -0.48], [-0.01, 0.01, -0.01], [0.00, 0.00, 0.07], [0.00, -0.02, 0.02], [0.54, 0.26, 0.39], [0.05, -0.03, 0.01], [-0.07, -0.25, 0.06], [-0.43, 0.40, 0.29], [0.00, 0.00, 0.01], [0.24, 0.18, -0.01], [0.03, 0.01, 0.00], [0.03, -0.03, -0.62], [-0.05, 0.00, 0.22], [0.20, -0.15, 0.13], [0.00, 0.01, 0.00], [-0.03, -0.02, 0.05], [-0.01, -0.01, 0.01], [-0.09, -0.06, -0.23], [-0.11, 0.21, 0.49], [0.11, 0.09, 0.07], [0.00, -0.01, 0.01]], "nbo_charge": [0.184, -0.505, -0.754, -0.020, -0.312, 0.316, -0.563, -0.256, 0.110, 0.234, 0.243, -0.020, 0.023, -0.160, -0.266, -0.188, -0.273, 0.231, -0.206, 0.191, 0.241, 0.042, 0.227, 0.046, -0.096, 0.220, 0.256, 0.232, -0.084, 0.316, 0.239, 0.445, 0.238, -0.248, -0.256, -0.448, -0.127, 0.210, 0.288, -0.318, 0.078, 0.231, -0.479, 0.175, 0.044, 0.228, -0.205, 1.179, 0.081, 0.235], "spin_multiplicity": 1, "total_charge": 1, "homo_ev": [-9.840, -9.839]}



Molecular weight per entry: 705.987, 541.453, 484.125 g mol⁻¹